Computed, not measured: 2 unconnected molecules or ions with the total composition C34H32NO2 in a non-equilibrium geometry, with the ωB97M-V functional and the def2-TZVPD basis.

Its net charge is +1. Its LUMO energy is -0.1603 Eh. As for the energy: -41354.79790 eV. The gap between HOMO and LUMO is 4.9593 eV. Its HOMO energy is -9.32 eV. As for the energy above the lowest of the compared OMol25 structures with the same formula, charge and spin: 0.0000 eV.

Atoms and positions in Å:
C: -3.38595 -1.76105 -2.88829
C: -2.13368 -1.17411 -2.24254
C: -1.13607 -2.20659 -1.83006
C: -1.47739 -3.58777 -1.81585
C: -0.47737 -4.53876 -1.44390
C: 0.77513 -4.09846 -1.06633
C: 1.15878 -2.72370 -1.10814
C: 2.52931 -2.40783 -0.87545
C: 3.21758 -1.24821 -1.24954
C: 4.66316 -1.07395 -1.22752
C: 4.98699 0.16940 -1.80517
C: 3.76267 0.83333 -2.17079
C: 2.69122 -0.00028 -1.80268
C: 0.12222 -1.79982 -1.41723
C: -0.78776 -6.00077 -1.44474
C: -2.09698 -6.34459 -2.14885
C: -3.18231 -5.34039 -1.81492
N: -2.75070 -3.98667 -2.09546
C: -3.82712 -3.02281 -2.16914
H: -4.20213 -1.03323 -2.86222
H: -3.17533 -1.99137 -3.93888
H: -1.67151 -0.47062 -2.94794
H: -2.42361 -0.58051 -1.36031
H: 1.52961 -4.83586 -0.77259
H: 3.14165 -3.21264 -0.46606
H: 5.35275 -1.80825 -0.80347
H: 5.97851 0.59537 -1.93970
H: 3.67091 1.78902 -2.68953
H: 1.66201 0.19829 -2.08775
H: 0.28066 -0.72884 -1.33998
H: 0.03167 -6.54248 -1.93105
H: -0.82621 -6.36548 -0.40769
H: -1.92786 -6.35417 -3.23078
H: -2.43325 -7.34100 -1.85379
H: -4.08459 -5.52788 -2.40852
H: -3.46535 -5.43589 -0.74961
H: -4.17678 -2.76229 -1.15173
H: -4.66506 -3.49765 -2.69327
C: -2.70689 8.43666 2.47800
O: -2.95899 7.27146 1.65879
C: -2.20799 6.15665 1.78854
C: -2.42848 5.12983 0.83476
C: -1.57981 4.04790 0.78169
C: -0.46824 3.93905 1.65892
C: 0.46348 2.84381 1.56180
O: 1.26966 2.76107 2.65088
C: 2.15475 1.70664 2.78273
C: 2.21637 0.68783 1.81491
C: 2.94598 -0.48241 2.16857
C: 3.59155 -0.56459 3.38230
C: 3.53431 0.49458 4.30341
C: 2.79013 1.62694 4.01757
C: 1.46206 0.85838 0.64056
C: 0.58866 1.93085 0.51743
C: -0.34346 4.90547 2.68425
C: -1.18459 5.99924 2.75624
H: -3.43207 9.15329 2.09835
H: -2.89471 8.22626 3.53620
H: -1.68826 8.81948 2.34629
H: -3.23989 5.25837 0.12553
H: -1.75389 3.23672 0.07025
H: 2.96296 -1.30009 1.44711
H: 4.13585 -1.47165 3.64313
H: 4.03787 0.41257 5.25722
H: 2.63070 2.41298 4.74598
H: 1.45159 0.05559 -0.08106
H: -0.00041 2.09665 -0.38215
H: 0.43030 4.80794 3.43911
H: -1.02633 6.76101 3.52414